1.
ORCA calculation (ωB97M-V/def2-TZVPD) on a structure of composition C9H11O8RhS.

multiplicity	1
energy above the lowest of the compared OMol25 structures with the same formula, charge and spin	0.00	kcal per mole
frontier orbital gap	8.239	eV
HOMO level	-10.0	eV
calculated total energy	-39734.28720	eV

Geometry as XYZ:
```
30
Properties=species:S:1:pos:R:3:lowdin_charge:R:1
Rh 0.705 0.772 -1.069 1.319
O 1.516 -0.768 2.530 0.130
C 0.916 -0.333 1.581 -0.532
O 1.565 0.045 0.489 -0.115
C -0.601 -0.297 1.536 -0.090
C -1.098 -1.089 0.318 -0.212
C -2.569 -1.450 0.452 -0.078
C -3.255 -0.073 0.261 -0.078
C -2.066 0.851 0.028 -0.216
O -1.144 -0.035 -0.702 -0.184
C -1.272 1.099 1.309 -0.093
C -0.328 2.299 1.119 -0.566
O -0.232 3.137 1.979 0.117
O 0.256 2.394 -0.058 -0.132
H -0.938 -0.746 2.467 0.162
H -0.438 -1.878 -0.033 0.171
H -2.775 -1.905 1.418 0.126
H -2.863 -2.150 -0.327 0.122
H -3.827 0.246 1.131 0.126
H -3.918 -0.077 -0.601 0.121
H -2.255 1.733 -0.576 0.167
H -1.917 1.346 2.148 0.160
C 3.930 -0.843 -1.403 -0.116
S 2.810 -0.001 -2.462 0.505
O 3.355 0.085 -3.771 -0.249
O 1.478 -0.693 -2.340 -0.400
O 2.521 1.326 -1.797 -0.384
H 4.074 -1.842 -1.808 0.081
H 3.505 -0.868 -0.403 0.058
H 4.864 -0.286 -1.417 0.083
```

2.
ORCA calculation (ωB97M-V/def2-TZVPD) on a structure of composition C9H12Br12Cl2O2 at a distorted geometry.

multiplicity	1
frontier orbital gap	9.825	eV
HOMO level	-10.2	eV
calculated total energy	-879176.25565	eV

Geometry as XYZ:
```
37
Properties=species:S:1:pos:R:3:lowdin_charge:R:1
O -26.578 17.185 -18.108 0.136
C -26.320 18.241 -18.582 -0.487
O -27.147 18.855 -19.470 -0.043
C -26.574 20.091 -19.933 -0.174
C -25.074 19.948 -19.679 -0.151
C -25.046 19.051 -18.446 -0.069
H -27.046 20.914 -19.399 0.131
H -26.777 20.164 -20.997 0.064
H -24.634 20.925 -19.471 0.118
H -24.581 19.520 -20.549 0.088
H -25.063 19.651 -17.532 0.131
H -24.165 18.419 -18.369 0.124
C -19.737 19.350 -24.903 -1.058
Cl -19.244 20.917 -25.564 0.515
Cl -18.357 18.199 -24.892 0.490
H -20.121 19.508 -23.906 -0.069
H -20.471 18.883 -25.543 -0.023
C -23.570 18.735 -24.341 -1.612
Br -25.472 18.897 -23.901 0.554
Br -22.942 20.344 -25.148 0.645
Br -23.382 17.280 -25.586 0.561
H -23.085 18.438 -23.424 -0.109
C -29.189 19.335 -23.027 -1.674
Br -29.826 19.148 -21.244 0.663
Br -28.472 21.089 -23.405 0.551
Br -30.530 18.934 -24.314 0.598
H -28.366 18.650 -23.143 -0.067
C -19.529 18.689 -21.217 -1.662
Br -19.621 17.609 -19.618 0.574
Br -18.099 19.957 -21.082 0.608
Br -21.232 19.520 -21.485 0.618
H -19.277 18.048 -22.046 -0.102
C -22.290 14.746 -22.941 -1.608
Br -22.754 13.792 -24.538 0.583
Br -23.768 15.729 -22.250 0.611
Br -20.750 15.885 -23.236 0.577
H -21.941 13.999 -22.249 -0.029
```

3.
ORCA calculation (ωB97M-V/def2-TZVPD) on the ion C9H12ClN4 with charge +1 at a distorted geometry.

multiplicity	1
energy above the lowest of the compared OMol25 structures with the same formula, charge and spin	43.11	kcal per mole
charge	+1
frontier orbital gap	8.922	eV
HOMO level	-12.8	eV
calculated total energy	-28001.44603	eV

Geometry as XYZ:
```
26
Properties=species:S:1:pos:R:3:lowdin_charge:R:1
H -0.222 -2.967 0.463 0.063
N -1.039 -2.357 0.457 0.165
C -0.590 -1.152 0.236 -0.235
C -1.388 0.041 0.033 -0.249
N -0.782 1.185 0.082 0.052
C -1.496 2.332 0.005 -0.063
C -2.866 2.306 -0.115 -0.010
C -3.560 1.081 -0.109 -0.056
C -2.832 -0.070 -0.103 -0.530
Cl -3.627 -1.603 -0.144 0.770
C 0.829 -0.844 -0.293 -0.277
N 1.763 -1.897 -0.230 0.018
C 3.029 -1.203 -0.274 -0.128
C 2.701 0.300 0.133 -0.141
N 1.387 0.220 0.615 0.024
H -0.886 3.242 -0.073 0.126
H -3.609 3.042 -0.015 0.107
H -4.555 1.242 -0.317 0.101
H 0.717 -0.135 -1.177 0.186
H 1.665 -2.721 -0.797 0.146
H 3.420 -1.101 -1.275 0.117
H 3.787 -1.483 0.635 0.176
H 3.429 0.713 0.769 0.118
H 2.543 1.044 -0.678 0.151
H 1.393 -0.280 1.595 0.247
H 0.790 1.064 0.577 0.122
```

4.
ORCA calculation (ωB97M-V/def2-TZVPD) on the molecule C9H12FN3 at a distorted geometry.

multiplicity	1
energy above the lowest of the compared OMol25 structures with the same formula, charge and spin	184.24	kcal per mole
frontier orbital gap (spin up / spin down)	7.116 / 7.114	eV
HOMO level (spin up / spin down)	-8.0 / -8.0	eV
calculated total energy	-16707.69485	eV

Geometry as XYZ:
```
25
Properties=species:S:1:pos:R:3:lowdin_charge:R:1
C -0.971 -1.496 -3.047 -0.111
C -0.952 -1.509 -1.723 -0.196
C 0.573 -0.560 -0.151 0.032
C -1.139 0.352 1.220 -0.030
C 1.793 0.310 -0.005 -0.186
C -0.522 1.453 1.937 -0.259
C 1.806 1.210 1.304 -0.195
C 0.642 2.133 1.255 -0.250
C -1.681 -2.216 -0.562 0.003
N 0.046 -0.750 -3.496 0.037
N 0.697 -0.304 -2.524 0.040
N 0.116 -0.664 -1.379 -0.107
F -1.464 -0.677 2.053 -0.025
H -1.697 -2.099 -3.635 0.128
H 2.565 -0.472 -0.014 0.129
H 1.906 0.932 -0.856 0.077
H -1.297 2.252 2.032 0.144
H -0.210 1.074 2.903 0.109
H 1.690 0.428 2.113 0.128
H 2.771 1.835 1.303 0.134
H 0.261 2.497 0.288 0.123
H 0.834 3.123 1.871 0.149
H -2.724 -2.401 -0.780 0.086
H -1.275 -3.056 -0.198 0.045
H -1.766 -1.396 0.092 -0.004
```

5.
ORCA calculation (ωB97M-V/def2-TZVPD) on a structure of composition C9H12FNO2S at a distorted geometry.

multiplicity	3
energy above the lowest of the compared OMol25 structures with the same formula, charge and spin	0.00	kcal per mole
frontier orbital gap (spin up / spin down)	6.057 / 7.612	eV
HOMO level (spin up / spin down)	-5.3 / -9.4	eV
calculated total energy	-28657.38855	eV

Geometry as XYZ:
```
26
Properties=species:S:1:pos:R:3:lowdin_spin:R:1
C -1.104 -0.959 0.478 0.012
C -2.150 -1.790 0.786 -0.001
C -3.566 -0.270 -0.114 -0.001
C -2.534 0.645 -0.370 0.013
C -1.258 0.229 -0.147 0.008
C 2.526 -2.058 -0.392 0.660
C -2.794 2.085 -0.900 0.002
C 3.938 0.306 0.541 0.040
C 0.967 0.975 0.330 0.576
N -3.382 -1.416 0.486 0.014
O 2.780 0.040 -1.899 0.048
O -0.085 0.999 -0.412 0.147
F 0.789 0.499 1.619 0.072
S 2.547 -0.407 -0.525 0.293
H -0.030 -1.445 0.475 0.001
H -2.044 -2.759 1.306 0.000
H -4.535 0.017 -0.399 0.000
H 1.626 -2.444 -0.919 0.036
H 2.480 -2.327 0.664 0.035
H -2.013 2.690 -0.552 0.000
H -2.831 1.949 -2.005 0.001
H -3.770 2.461 -0.422 0.000
H 4.535 0.852 -0.110 0.002
H 3.644 0.861 1.438 0.000
H 4.583 -0.554 0.717 0.004
H 1.681 1.819 0.328 0.037
```

6.
ORCA calculation (ωB97M-V/def2-TZVPD) on a structure of composition C9H12IN3O at a distorted geometry.

multiplicity	1
frontier orbital gap	8.216	eV
HOMO level	-8.2	eV
calculated total energy	-24140.81030	eV

Geometry as XYZ:
```
26
Properties=species:S:1:pos:R:3:lowdin_charge:R:1
C -0.341 0.703 -2.187 -0.039
C 0.750 0.771 -1.406 -0.029
C -1.717 0.223 -0.248 0.019
C -1.607 0.416 -1.594 -0.231
C 0.688 0.293 -0.064 -0.183
C -0.557 0.101 0.576 -0.232
C -2.780 0.471 -2.520 -0.043
C -1.733 -0.541 2.460 -0.094
C 2.024 0.145 0.661 -0.371
N 4.547 -0.198 1.526 0.039
N 4.164 -1.256 1.110 -0.013
N 2.531 -1.139 0.399 -0.543
O -0.498 -0.191 1.922 -0.157
I 1.488 -2.794 0.985 0.831
H -0.300 0.980 -3.138 0.068
H 1.713 1.062 -1.781 0.112
H -2.661 0.230 0.119 0.076
H -3.819 0.517 -2.154 0.095
H -2.654 1.292 -3.111 0.046
H -2.925 -0.370 -3.104 0.059
H -2.329 -1.202 1.806 0.096
H -2.274 0.468 2.570 0.135
H -1.480 -1.163 3.243 0.066
H 2.590 1.061 0.273 0.138
H 1.740 0.318 1.684 0.091
H 5.440 -0.200 1.973 0.064
```

7.
ORCA calculation (ωB97M-V/def2-TZVPD) on a structure of composition C9H12INO3S at a distorted geometry.

multiplicity	1
frontier orbital gap	9.254	eV
HOMO level	-8.8	eV
calculated total energy	-36093.99169	eV

Geometry as XYZ:
```
27
Properties=species:S:1:pos:R:3:lowdin_charge:R:1
C -1.771 2.025 -0.888 -0.353
C 0.844 1.023 -1.403 -0.548
C -2.625 -1.362 2.798 -0.120
C 0.325 1.057 -0.038 -0.283
C 0.213 -0.338 0.571 -0.689
C -2.056 -0.190 2.602 -1.114
C -0.812 -1.185 -0.124 -0.059
C 1.556 -0.990 0.646 -0.097
C 2.753 0.642 -2.707 0.023
N -0.938 1.733 -0.089 0.157
O -2.725 2.237 -1.518 0.166
O 0.186 0.969 -2.394 0.155
O 2.141 0.921 -1.391 -0.032
S -0.255 0.018 2.420 0.854
I -3.101 1.647 2.688 0.827
H -3.752 -1.239 2.883 0.072
H -2.275 -2.312 2.846 0.029
H 1.149 1.652 0.582 0.198
H -0.740 -1.311 -1.150 0.069
H -1.869 -0.778 0.150 0.115
H -0.699 -2.187 0.238 0.075
H 1.289 -2.089 0.916 0.122
H 2.177 -0.592 1.505 0.098
H 2.100 -0.866 -0.256 0.061
H 2.670 -0.401 -2.875 0.084
H 3.823 0.586 -2.569 0.091
H 2.392 1.334 -3.444 0.099
```

8.
ORCA calculation (ωB97M-V/def2-TZVPD) on the molecule C9H12N2 at a distorted geometry.

multiplicity	1
energy above the lowest of the compared OMol25 structures with the same formula, charge and spin	78.58	kcal per mole
frontier orbital gap	8.867	eV
HOMO level	-8.0	eV
calculated total energy	-12505.32716	eV

Geometry as XYZ:
```
23
Properties=species:S:1:pos:R:3:lowdin_charge:R:1
C 0.735 -0.837 -2.297 -0.050
C 0.920 -0.793 -0.810 -0.233
C 0.840 0.660 -0.394 -0.223
N 1.214 1.826 -0.922 0.106
C 0.535 2.833 -0.247 -0.143
N -0.181 2.318 0.754 0.117
C -0.025 0.982 0.612 -0.173
C -0.771 -0.321 1.079 -0.365
C -2.136 -0.161 1.710 -0.028
C 0.138 -1.386 1.632 -0.056
C -0.210 -1.336 0.163 -0.194
H 0.940 0.072 -2.807 0.057
H -0.362 -1.018 -2.337 0.099
H 1.246 -1.612 -2.862 0.076
H 1.888 -1.101 -0.373 0.143
H 2.022 2.049 -1.373 0.116
H 0.790 3.828 -0.501 0.101
H -2.788 -0.876 1.061 0.111
H -2.436 0.882 1.582 0.065
H -2.317 -0.314 2.782 0.077
H -0.269 -2.397 1.895 0.121
H 1.191 -1.251 1.940 0.120
H -0.964 -2.046 -0.290 0.157
```